No. 1
Below is one molecule with the formula C15H23N5O3 in a non-equilibrium geometry, with properties calculated with ωB97M-V/def2-TZVPD.

E_LUMO = 0.482 eV
E = -1084.5692 Ha
gap between HOMO and LUMO = 9.28 eV
max |F| = 0.224 hartree/bohr
SMILES string = [H]/N=C(/N)NCCC[C@H](NC(=O)[C@@H](N)Cc1ccccc1)C(=O)O
ΔE to the lowest compared entry with this formula, charge and spin = 239.80 kcal/mol
HOMO = -8.7988 eV

```
! RIJCOSX wB97M-V def2-TZVPD def2/J DEFGRID3
* xyz 0 1
O 0.36265 -3.06456 -0.68947
O -1.79470 -0.96198 -0.33769
O 2.44003 -2.49190 0.42069
N 5.84957 -1.01560 -4.93767
N 4.06210 -2.11733 -3.91007
N 4.93160 0.12404 -3.05445
N -1.09840 1.06889 2.38488
N 0.23671 -0.32946 0.58729
C 3.82345 0.76340 -2.30522
C 2.60552 -0.00874 -0.29150
C 3.83374 -0.35729 -1.21385
C -1.96792 0.37871 1.66716
C 1.39512 -2.18486 -0.35443
C -6.00287 1.16782 3.18511
C -4.00399 3.02178 2.25039
C -4.99152 0.75826 2.41195
C -1.12715 -0.34721 0.48971
C -4.95870 3.30638 3.39969
C -4.10648 1.70815 1.86051
C -5.82516 2.35106 3.79758
C -3.20068 0.98455 0.96819
C 1.20275 -0.73378 -0.58862
C 4.84262 -1.05052 -3.92566
H 2.27910 1.03285 -0.19627
H 0.62875 0.47618 1.21536
H -0.44286 -2.60312 -1.33908
H -5.08013 -0.28412 1.95791
H -5.24138 4.41932 3.61341
H 4.11459 1.72766 -1.79208
H -3.40369 0.13173 0.39310
H 3.16409 -2.27637 -3.33715
H -1.22204 2.26693 2.36692
H 2.63867 -0.38254 0.66865
H -6.55185 0.40761 3.64789
H 0.72366 -0.45075 -1.57655
H 5.59098 0.84109 -3.53600
H -1.22136 0.84573 3.57995
H 4.87787 -0.20380 -0.68495
H 2.74729 0.95773 -2.56038
H -2.90288 1.59047 0.18441
H -6.34574 2.63592 4.54250
H -2.15973 -0.45792 2.21002
H 5.78587 -2.01439 -5.40599
H 6.94693 -1.34849 -4.53371
H -3.49853 3.59946 1.48598
H 3.52508 -1.42376 -1.64799
*
```

=====

No. 2
Below is a 5-piece molecular cluster, C15H33O8P overall in a non-equilibrium geometry, with properties calculated with ωB97M-V/def2-TZVPD.

E_LUMO = 0.398 eV
E = -1534.4584 Ha
gap between HOMO and LUMO = 9.35 eV
max |F| = 0.154 hartree/bohr
SMILES string = COP(=O)(OC)OC.CC(C)=O.CC(C)=O.CC(C)=O.CC(C)=O
ΔE to the lowest compared entry with this formula, charge and spin = 3.73 kcal/mol
HOMO = -8.9493 eV

```
! RIJCOSX wB97M-V def2-TZVPD def2/J DEFGRID3
* xyz 0 1
P 4.22955 -1.32636 -1.39144
O 5.35819 -0.35444 -1.46993
O -1.84142 -1.79237 3.47803
O 4.85223 -2.56225 -0.60525
O 1.88529 2.28614 -3.42120
O 2.98144 -0.69927 -0.75757
O -0.25919 1.34507 1.51296
O -1.87516 -0.47452 -1.59782
O 4.06007 -1.69196 -2.88271
C 0.28188 2.35334 -1.71287
C -0.26033 1.20947 -4.02796
C -3.13939 -0.50035 -1.89699
C -3.50321 -0.65644 -3.32820
C -4.22916 -0.51215 -0.83620
C 3.66811 -0.61919 -3.78543
C 6.16484 -3.02559 -0.96476
C -2.63404 1.99573 1.48944
C -1.06203 -1.10231 5.70978
C -1.01181 2.24679 3.47482
C -2.09349 -1.69082 4.70103
C 3.04744 0.61329 -0.35803
C 0.74507 1.97485 -3.14344
C -1.23714 1.85930 2.05781
C -3.47353 -2.28324 5.27531
H 6.29535 -4.03646 -0.67080
H -3.64152 -0.51137 0.01460
H -4.09184 -1.60595 -3.59520
H 6.17179 -3.17319 -1.98733
H -1.50256 -0.64750 6.44993
H -0.39810 -0.40651 5.24934
H -0.40552 1.40024 4.02138
H 3.08905 1.33886 -1.26020
H -4.03487 0.15681 -3.62663
H -4.82857 -1.37023 -0.67002
H -1.92454 2.34093 4.08918
H -0.38611 3.26516 3.64065
H -2.74247 3.05685 1.22360
H 3.76202 -1.01297 -4.81964
H 2.69557 -0.17964 -3.57434
H 0.25070 0.98456 -4.95834
H -0.47623 -1.89325 6.18235
H 2.13714 1.03336 -0.03029
H -4.73510 0.37936 -0.64556
H 3.83038 0.92792 0.42233
H -3.21174 -3.14933 5.96465
H 0.10160 1.62924 -0.97863
H -4.15348 -2.33596 4.54757
H 1.00736 3.20492 -1.41391
H -0.53656 2.97428 -1.85590
H -3.32131 1.54973 2.25837
H -1.18041 1.98369 -4.30434
H -0.55849 0.41394 -3.55568
H 4.24570 0.32776 -3.41781
H -2.60640 1.51533 0.53337
H -2.53231 -0.82861 -4.03814
H 6.95295 -2.57139 -0.48170
H -3.92574 -1.35330 5.76775
*
```

=====

No. 3
Below is C27H32Br2LaN7O2 as an isolated structure in a non-equilibrium geometry, with properties calculated with ωB97M-V/def2-TZVPD.

E_LUMO = -5.381 eV
E = -6761.1469 Ha
gap between HOMO and LUMO = 7.48 eV
max |F| = 0.059 hartree/bohr
HOMO = -12.8615 eV

```
! RIJCOSX wB97M-V def2-TZVPD def2/J DEFGRID3
* xyz 2 1
La -0.70913 0.12418 0.59851
Br 1.07671 5.65392 -4.61593
Br -1.08222 -3.19979 1.87790
O 3.10325 -5.89248 0.50286
O -1.25828 2.07844 -0.44067
N -0.41329 2.24860 2.33748
N 1.07465 -2.24626 0.44288
N 0.24199 -0.00099 -1.85962
N 1.65376 1.53305 0.51982
N -1.71233 -1.68705 -1.19788
N -2.98674 0.87257 1.54362
N 0.62970 -0.37915 2.92918
C -0.12258 1.78317 3.73082
C -0.78803 -2.19432 -2.05355
C -0.97122 4.25472 -1.29409
C -0.47821 5.07094 -2.32812
C 0.29354 4.54974 -3.33800
C 0.62267 3.21236 1.91268
C -1.71916 2.91064 2.35993
C -2.88850 2.02492 2.60051
C -0.21456 0.30483 3.90563
C -2.02542 -4.20255 -2.36084
C 2.31148 -2.39597 -0.08925
C 1.19615 -4.61651 1.06772
C 0.40487 1.01767 -2.61095
C 1.32214 -1.80083 -3.11080
C 1.40890 -3.14871 -3.53135
C -0.82469 -3.50277 -2.60385
C 0.66484 3.25865 -3.27713
C -2.78802 -2.37721 -1.02155
C -0.67752 2.89945 -1.25909
C 0.31861 -3.95989 -3.28368
C 0.56956 -3.36504 1.01140
C 2.46723 -4.68164 0.46418
C -3.04216 -3.66072 -1.61001
C 0.19795 2.43778 -2.24809
C 0.27338 -1.29499 -2.38129
C 3.06512 -3.53556 -0.09779
C 1.92415 2.59651 1.51212
H 0.72644 -1.29190 3.23076
H 1.36179 2.92196 -4.06774
H 0.55832 0.94796 -3.73269
H 3.96553 -5.90288 0.03961
H -3.59323 -2.01897 -0.35984
H 2.59251 3.33891 1.04788
H 2.49097 0.95361 0.36827
H -1.21830 -0.10979 3.71705
H -3.34873 1.30069 0.68382
H 2.50045 2.14291 2.35332
H -2.77591 1.55528 3.56481
H 2.13914 -1.15089 -3.46623
H -2.04522 -5.17733 -2.86939
H -0.61991 6.13672 -2.31313
H 0.26018 3.70899 0.92377
H 0.76258 -5.43147 1.61816
H 1.53432 0.10250 2.79054
H -0.84464 2.22427 4.42938
H -1.80093 3.40975 1.36348
H -3.70961 0.22928 1.89170
H -0.10097 0.08413 4.95756
H -3.80211 2.60386 2.64325
H 0.69618 4.06089 2.60537
H 0.86858 2.17595 3.97853
H -1.63693 4.65075 -0.53505
H 4.01281 -3.61381 -0.55591
H -3.99401 -4.11944 -1.32998
H 1.43989 1.92045 -0.44506
H -1.75125 3.68928 3.13366
H 0.26541 -4.95640 -3.67473
H 2.22344 -3.54650 -4.09631
H 2.72464 -1.52846 -0.59856
*
```